P.
Entry from OMol25: the ion C4H11N5 with charge +2 (wB97M-V/def2-TZVPD).

Computed properties:
- total charge = +2

Atoms and positions in Å:
1 C 0.291 -1.759 -1.054
2 C -0.632 -1.320 -0.051
3 C -1.076 0.140 0.172
4 C 1.241 0.841 0.842
5 N -2.295 0.262 0.503
6 N -1.496 -2.236 0.373
7 N -0.542 2.404 0.398
8 N 1.061 -0.974 -1.830
9 N -0.105 1.133 0.275
10 H 0.434 -2.844 -1.195
11 H 1.364 0.099 1.655
12 H 1.888 0.465 -0.027
13 H 1.653 1.831 1.195
14 H -2.442 1.287 0.752
15 H -1.176 -3.125 0.636
16 H -2.366 -1.810 0.697
17 H 0.212 3.036 0.465
18 H -1.563 2.605 0.208
19 H 1.668 -1.422 -2.597
20 H 0.756 0.015 -2.120

Q.
Entry from OMol25: a cluster of 2 separate species, C4H11N5 in total (wB97M-V/def2-TZVPD).

Computed properties:
- total charge = +2

Atoms and positions in Å:
1 C 1.941 -1.252 -1.482
2 C -1.240 1.075 1.050
3 C 1.538 -3.444 -0.405
4 C -2.447 1.497 0.962
5 N 1.620 -2.405 -1.052
6 N -0.047 0.911 1.022
7 N 1.441 -0.109 -1.112
8 N -3.443 1.413 2.070
9 N 1.989 1.151 -1.563
10 H 2.791 -1.412 -2.174
11 H 2.050 -3.622 0.528
12 H 0.910 -4.351 -0.791
13 H -2.826 1.858 0.051
14 H 0.517 0.102 0.892
15 H -3.025 1.116 2.933
16 H -4.085 0.690 1.755
17 H -3.976 2.344 2.185
18 H 2.804 1.010 -2.253
19 H 2.305 1.672 -0.739
20 H 1.182 1.755 -1.876

Result of the stability comparison: Q is the most stable of them.

P.
Entry from OMol25: the ion C9H11N2 with charge +1 (wB97M-V/def2-TZVPD).

Computed properties:
- SMILES string = C[C@@]1([NH3+])C=Nc2ccccc21
- total charge = +1

Atoms and positions in Å:
1 C 1.554 -0.243 2.395
2 C 1.152 1.023 2.816
3 C 1.106 -0.839 1.182
4 C 0.150 1.668 2.005
5 C 0.386 -0.098 0.364
6 C -0.210 1.121 0.807
7 C -1.312 1.003 -1.115
8 C -0.553 -0.308 -1.203
9 C -1.442 -1.521 -1.246
10 N -1.102 1.703 -0.102
11 N 0.404 -0.278 -2.388
12 H 2.288 -0.834 2.975
13 H 1.433 1.532 3.695
14 H 1.276 -1.873 0.783
15 H -0.432 2.504 2.300
16 H -1.892 1.399 -1.882
17 H -1.938 -1.365 -2.170
18 H -2.022 -1.260 -0.330
19 H -0.890 -2.399 -1.144
20 H 1.372 -0.646 -2.115
21 H 0.699 0.725 -2.503
22 H -0.029 -1.016 -3.123

Q.
Entry from OMol25: the ion C9H11N2 with charge +1 (wB97M-V/def2-TZVPD).

Computed properties:
- total charge = +1

Atoms and positions in Å:
1 C 0.656 2.359 -1.193
2 C 0.731 3.404 -2.062
3 C -1.430 4.174 -2.111
4 C -2.574 3.723 -2.409
5 C 0.338 -1.416 1.404
6 C 1.708 -1.345 0.774
7 C -0.115 -0.030 1.006
8 C 1.439 -0.797 -0.617
9 C 0.199 1.243 -0.902
10 N -0.199 4.257 -2.156
11 N 0.091 -0.089 -0.413
12 H -3.135 3.875 -3.446
13 H -3.231 3.336 -1.614
14 H -0.485 -2.038 0.986
15 H 0.510 -1.593 2.493
16 H 2.241 -0.591 1.405
17 H 2.135 -2.251 0.969
18 H -1.231 0.049 1.243
19 H 0.442 0.698 1.414
20 H 2.162 -0.106 -1.039
21 H 1.400 -1.702 -1.297
22 H -0.556 -0.656 -1.011

Result of the stability comparison: P is the most stable of them.

P.
Entry from OMol25: a structure of composition C3H2O4 (wB97M-V/def2-TZVPD).

Atoms and positions in Å:
1 C 0.036 0.667 -0.588
2 C -0.518 -0.606 -0.053
3 C -0.179 -0.706 1.386
4 H 0.896 1.309 -2.146
5 H 0.975 -0.034 1.767
6 O 0.136 0.689 -1.949
7 O 0.496 1.587 0.089
8 O -1.079 -1.470 -0.753
9 O -0.761 -1.435 2.245

Q.
Entry from OMol25: the molecule C3H2O4 (wB97M-V/def2-TZVPD).

Atoms and positions in Å:
1 C -0.611 0.813 -0.528
2 C -1.304 -0.390 -0.367
3 C 1.278 -0.093 0.454
4 O 0.734 0.772 -0.254
5 O -0.782 -1.381 0.145
6 O 2.521 -0.268 0.895
7 O 1.345 -0.641 1.659
8 H -0.868 1.606 -1.206
9 H -2.313 -0.418 -0.799

Result of the stability comparison: P is the most stable of them.

P.
Entry from OMol25: the molecule C3H3ClS2 (wB97M-V/def2-TZVPD).

Atoms and positions in Å:
1 C 1.312 1.189 0.429
2 C 2.322 0.436 0.232
3 C -0.164 -0.917 -0.231
4 S -0.291 0.610 0.807
5 S 0.878 -2.097 0.555
6 Cl 3.842 0.134 -0.221
7 H 1.383 2.188 0.668
8 H -1.231 -1.328 -0.340
9 H 0.149 -0.303 -1.116

Q.
Entry from OMol25: the molecule C3H3ClS2 (wB97M-V/def2-TZVPD).

Computed properties:
- SMILES string = S=CC(=S)CCl

Atoms and positions in Å:
1 C 0.841 0.510 -0.486
2 C -0.558 0.432 0.058
3 C -0.765 -0.935 0.658
4 H 1.078 1.602 -0.392
5 H 0.802 0.416 -1.584
6 H -0.388 -1.105 1.646
7 S -1.499 1.706 0.111
8 S -1.576 -2.129 -0.173
9 Cl 2.066 -0.498 0.162

Result of the stability comparison: Q is the most stable of them.

P.
Entry from OMol25: a cluster of 2 separate species, BrHIP in total (wB97M-V/def2-TZVPD).

Atoms and positions in Å:
1 P 1.211 0.563 -0.847
2 Br -2.123 -2.119 0.204
3 I -0.391 1.855 0.359
4 H 1.303 -0.300 0.284

Q.
Entry from OMol25: the molecule BrHIP (wB97M-V/def2-TZVPD).

Computed properties:
- SMILES string = BrPI

Atoms and positions in Å:
1 P 0.420 -0.061 -0.813
2 Br 0.327 1.853 0.226
3 I -1.741 -1.072 0.195
4 H 0.994 -0.720 0.391

Result of the stability comparison: Q is the most stable of them.

P.
Entry from OMol25: a cluster of 2 separate species, C3H8P2 in total (wB97M-V/def2-TZVPD).

Computed properties:
- SMILES string = C#P.CPC

Atoms and positions in Å:
1 C 1.214 -0.593 0.640
2 C -2.636 -0.926 0.881
3 C 0.276 1.210 -1.305
4 P -2.597 -1.953 -0.280
5 P 0.211 0.974 0.535
6 H 2.152 -0.389 1.154
7 H 0.665 -1.345 1.206
8 H -2.794 -0.299 1.719
9 H -1.035 0.324 0.527
10 H 1.275 1.551 -1.574
11 H 0.054 0.281 -1.826
12 H -0.440 1.974 -1.596
13 H 1.432 -0.977 -0.357

Q.
Entry from OMol25: a cluster of 2 separate species, C3H8P2 in total (wB97M-V/def2-TZVPD).

Computed properties:
- SMILES string = C=PC.C=P

Atoms and positions in Å:
1 C -0.469 -2.058 0.361
2 C 0.567 -0.492 -1.632
3 C -0.132 2.098 1.256
4 P -0.686 -1.517 -1.463
5 P 0.879 2.908 0.214
6 H 0.268 -1.307 0.907
7 H -1.438 -2.073 0.828
8 H 1.102 -0.195 -0.756
9 H 1.046 -0.393 -2.570
10 H -1.134 1.519 0.890
11 H -0.025 2.047 2.341
12 H 0.049 -3.108 0.443
13 H -0.027 2.572 -0.820

Result of the stability comparison: P is the most stable of them.

P.
Entry from OMol25: a cluster of 3 separate species, C4H14NO2S in total (wB97M-V/def2-TZVPD).

Computed properties:
- total charge = -1

Atoms and positions in Å:
1 C 1.899 0.518 -0.135
2 N 0.577 -0.005 0.337
3 C -0.637 0.431 -0.466
4 C -1.147 -0.574 -1.535
5 S -2.992 -0.489 -1.679
6 C -0.495 1.760 -1.211
7 H 2.193 0.446 -1.222
8 H 2.077 1.624 0.066
9 H 2.618 -0.088 0.358
10 H 0.672 -0.987 0.028
11 H -1.386 0.631 0.442
12 H -0.826 -0.434 -2.543
13 H -0.867 -1.559 -1.361
14 H -0.232 2.665 -0.748
15 H -1.460 1.940 -1.644
16 H 0.113 1.732 -2.115
17 H -2.253 -1.388 0.953
18 H -1.646 -2.452 2.034
19 O -1.663 -1.506 1.780
20 H 1.048 -0.751 2.755
21 H 2.522 -0.568 2.641
22 O 1.885 -0.945 3.267

Q.
Entry from OMol25: a cluster of 3 separate species, C4H14NO2S in total (wB97M-V/def2-TZVPD).

Computed properties:
- total charge = -1

Atoms and positions in Å:
1 C -0.709 1.979 0.080
2 N 0.365 2.035 -0.905
3 C 1.315 0.908 -0.905
4 C 0.689 -0.371 -1.546
5 S 0.728 -1.793 -0.313
6 C -2.192 1.556 -0.264
7 H -0.637 3.022 0.474
8 H -0.363 1.485 1.060
9 H -0.067 1.970 -1.845
10 H 2.240 1.136 -1.460
11 H 1.549 0.879 0.232
12 H -0.342 -0.257 -1.882
13 H 1.179 -0.779 -2.488
14 H -2.692 1.214 0.663
15 H -2.233 0.934 -1.206
16 H -2.660 2.455 -0.704
17 H -2.067 -2.366 0.196
18 H -1.228 -1.627 1.177
19 O -2.107 -2.141 1.126
20 H 1.084 -0.822 2.357
21 H 2.059 0.098 1.745
22 O 1.590 -0.040 2.587

Result of the stability comparison: Q is the most stable of them.

P.
Entry from OMol25: a cluster of 3 separate species, C7H10N2O2 in total (wB97M-V/def2-TZVPD).

Atoms and positions in Å:
1 C 0.208 1.382 0.703
2 C -0.710 1.597 -0.295
3 C 1.245 0.599 0.164
4 C 0.890 0.307 -1.143
5 C -3.212 -0.069 0.347
6 C -0.033 -1.726 -0.935
7 C 2.470 0.131 0.872
8 N -0.227 -2.059 0.319
9 N -0.273 0.971 -1.414
10 O -3.175 0.161 1.468
11 O -3.258 -0.305 -0.772
12 H 0.148 1.757 1.705
13 H -1.624 2.160 -0.283
14 H -1.013 -1.494 -1.404
15 H 3.181 0.951 0.984
16 H 2.948 -0.664 0.305
17 H 2.229 -0.235 1.869
18 H 0.587 -2.284 0.874
19 H -1.099 -1.993 0.849
20 H 1.491 -0.106 -1.927
21 H -0.771 0.920 -2.287

Q.
Entry from OMol25: a structure of composition C7H10N2O2 (wB97M-V/def2-TZVPD).

Atoms and positions in Å:
1 C 2.506 2.049 -1.047
2 C -0.234 0.231 -0.605
3 C 0.514 -0.613 0.250
4 C -0.218 -1.503 1.376
5 C -2.226 -0.880 0.430
6 C -1.761 0.126 -0.677
7 C 1.799 0.031 0.292
8 H 3.469 0.994 -0.995
9 H 1.965 2.087 -2.249
10 H 2.652 3.297 -0.293
11 H 0.519 -2.365 1.429
12 H -0.496 -1.019 2.373
13 H -1.356 -2.756 0.235
14 H -3.277 -1.069 0.055
15 H -2.788 -0.199 1.195
16 H -2.275 -0.220 -1.756
17 H -2.114 1.170 -0.431
18 N 1.550 1.300 -0.340
19 N -1.421 -1.904 0.821
20 O 0.348 1.325 -0.981
21 O 2.845 -0.080 0.918

R.
Entry from OMol25: a cluster of 2 separate species, C7H10N2O2 in total (wB97M-V/def2-TZVPD).

Atoms and positions in Å:
1 C -2.632 1.129 0.946
2 C -2.439 0.146 0.051
3 C -0.480 0.961 0.765
4 C 2.411 -0.418 1.012
5 C -3.416 -0.773 -0.591
6 C 2.457 0.575 -1.390
7 C 2.752 0.638 0.055
8 N -1.016 0.046 -0.058
9 N -1.378 1.658 1.405
10 O 2.965 -0.278 2.226
11 O 1.893 -1.548 0.710
12 H -3.540 1.481 1.361
13 H -3.243 -1.804 -0.301
14 H -4.473 -0.426 -0.289
15 H -3.167 -0.617 -1.732
16 H 2.055 -0.550 -1.586
17 H 1.665 1.283 -1.711
18 H 3.367 0.789 -2.023
19 H 3.278 1.509 0.499
20 H -0.450 -0.611 -0.740
21 H 2.670 -0.985 2.827

Result of the stability comparison: P is the most stable of them.